{
  "formula": "C70H158N8O2",
  "method": "wB97M-V/def2-TZVPD",
  "symbols": ["C", "C", "C", "O", "H", "H", "H", "H", "H", "H", "H", "C", "C", "C", "O", "H", "H", "H", "H", "H", "H", "H", "C", "C", "C", "N", "C", "C", "C", "C", "C", "H", "H", "H", "H", "H", "H", "H", "H", "H", "H", "H", "H", "H", "H", "H", "H", "H", "H", "C", "C", "C", "N", "C", "C", "C", "C", "C", "H", "H", "H", "H", "H", "H", "H", "H", "H", "H", "H", "H", "H", "H", "H", "H", "H", "H", "C", "C", "C", "N", "C", "C", "C", "C", "C", "H", "H", "H", "H", "H", "H", "H", "H", "H", "H", "H", "H", "H", "H", "H", "H", "H", "H", "C", "C", "C", "N", "C", "C", "C", "C", "C", "H", "H", "H", "H", "H", "H", "H", "H", "H", "H", "H", "H", "H", "H", "H", "H", "H", "H", "C", "C", "C", "N", "C", "C", "C", "C", "C", "H", "H", "H", "H", "H", "H", "H", "H", "H", "H", "H", "H", "H", "H", "H", "H", "H", "H", "C", "C", "C", "N", "C", "C", "C", "C", "C", "H", "H", "H", "H", "H", "H", "H", "H", "H", "H", "H", "H", "H", "H", "H", "H", "H", "H", "C", "C", "C", "N", "C", "C", "C", "C", "C", "H", "H", "H", "H", "H", "H", "H", "H", "H", "H", "H", "H", "H", "H", "H", "H", "H", "H", "C", "C", "C", "N", "C", "C", "C", "C", "C", "H", "H", "H", "H", "H", "H", "H", "H", "H", "H", "H", "H", "H", "H", "H", "H", "H", "H"],
  "xyz": [[-3.991386, 0.828773, -1.572938], [-4.721330, 2.138386, -1.725894], [-4.687308, 2.377406, -3.178418], [-6.029447, 1.999820, -1.205666], [-4.159849, 0.366442, -0.600336], [-2.903466, 0.887490, -1.605672], [-4.339625, -0.026434, -2.152127], [-4.096064, 2.897610, -1.256065], [-3.727647, 2.886573, -3.267327], [-5.290826, 3.271000, -3.337603], [-4.931534, 1.579636, -3.879853], [-1.771994, -0.643945, 1.185373], [-0.779995, -1.389663, 0.308819], [0.472992, -0.542801, 0.092044], [-0.595043, -2.686359, 0.767760], [-1.442481, -0.341613, 2.179412], [-2.710358, -1.175374, 1.343989], [-1.942648, 0.341637, 0.752243], [-1.404583, -1.339345, -0.583065], [1.081325, -0.903600, -0.737327], [1.072521, -0.420466, 0.994096], [0.273329, 0.516007, -0.072790], [-4.482954, 6.092205, -2.616650], [-3.772429, 6.135314, -1.297678], [-2.234181, 5.943805, -1.544564], [-1.408312, 5.792777, -0.276905], [-1.492086, 7.044345, 0.522498], [0.060387, 5.586414, -0.598534], [0.272586, 4.030561, -0.529365], [-0.659241, 3.505116, 0.456831], [-1.894419, 4.460633, 0.429115], [-4.024139, 5.407062, -3.329519], [-4.552133, 7.146512, -2.884511], [-5.495025, 5.732860, -2.430402], [-4.221313, 5.373491, -0.660327], [-4.063807, 7.097359, -0.876189], [-1.827825, 6.774937, -2.120938], [-2.091124, 5.041100, -2.138491], [-0.789925, 7.849269, 0.305346], [-1.367694, 6.730488, 1.558891], [-2.512458, 7.427656, 0.526230], [0.644296, 5.982796, 0.232140], [0.220856, 5.974053, -1.604560], [1.298659, 3.842954, -0.213010], [0.207304, 3.534925, -1.497960], [-0.218658, 3.792749, 1.411426], [-0.964830, 2.459709, 0.499644], [-2.103199, 4.703223, 1.471059], [-2.803960, 4.000756, 0.042634], [3.806561, 4.816733, -6.983010], [3.744291, 3.351972, -6.456494], [4.953347, 2.932981, -5.685082], [4.765313, 1.493499, -5.098079], [5.121371, 0.438269, -6.251285], [5.632340, 1.220628, -3.850754], [4.970950, 0.128192, -3.032761], [3.645571, -0.121553, -3.679162], [3.349596, 1.150987, -4.533069], [2.922186, 5.070276, -7.567552], [4.614323, 4.934452, -7.705335], [3.990677, 5.529355, -6.179027], [3.691297, 2.827885, -7.410755], [2.893841, 3.132225, -5.811082], [5.080794, 3.635278, -4.861284], [5.802310, 2.849555, -6.363603], [5.674676, 0.829764, -7.104914], [4.257334, -0.096270, -6.646010], [5.736039, -0.369498, -5.854068], [6.634426, 0.974813, -4.202190], [5.776911, 2.146628, -3.294237], [5.611986, -0.746805, -2.925310], [4.762406, 0.567083, -2.057062], [3.654777, -0.974109, -4.358255], [2.884946, -0.416416, -2.956253], [2.686724, 0.975583, -5.380369], [2.982439, 1.982872, -3.932019], [-5.756511, -8.482405, 2.664418], [-5.036174, -7.176242, 2.319937], [-5.468527, -6.246532, 1.166332], [-4.901222, -4.749656, 1.243652], [-5.473003, -4.052980, 2.498168], [-5.132276, -3.928082, -0.041535], [-4.081743, -4.466981, -1.058581], [-2.901246, -4.831683, -0.134219], [-3.416548, -4.713894, 1.269683], [-5.820325, -9.075277, 1.751985], [-6.790297, -8.203455, 2.868257], [-5.275891, -9.103824, 3.420041], [-3.993111, -7.463060, 2.186373], [-5.075087, -6.711247, 3.305019], [-6.547327, -6.130968, 1.061709], [-5.148584, -6.812176, 0.291238], [-5.109538, -3.025526, 2.480135], [-5.215255, -4.500151, 3.458230], [-6.557070, -3.987585, 2.405316], [-4.867102, -2.923776, 0.288847], [-6.114997, -4.031477, -0.501601], [-3.807797, -3.640896, -1.714802], [-4.414507, -5.296844, -1.682028], [-2.016093, -4.264267, -0.421706], [-2.690748, -5.890911, -0.281947], [-3.030513, -3.818025, 1.755992], [-2.937017, -5.456038, 1.907933], [0.221632, 2.041580, -4.074145], [-0.239129, 0.532542, -3.813686], [-0.454777, -0.287482, -5.101065], [-1.017044, -1.711832, -5.059253], [-2.369993, -1.610809, -4.414060], [-1.019155, -2.461572, -6.462918], [0.385004, -3.014115, -6.666381], [1.079591, -2.960488, -5.325614], [-0.068275, -2.635582, -4.346238], [0.954891, 2.249807, -3.295003], [-0.602380, 2.753001, -4.128650], [0.789174, 2.135367, -4.999990], [-1.223688, 0.613002, -3.352960], [0.378164, 0.068757, -3.044292], [0.494650, -0.276035, -5.636372], [-1.124204, 0.241327, -5.779544], [-3.032846, -2.327950, -4.898252], [-2.809727, -0.660524, -4.716875], [-2.373552, -1.901363, -3.363510], [-1.692683, -3.276124, -6.196540], [-1.481427, -1.837171, -7.227469], [0.376849, -3.995108, -7.141448], [0.959256, -2.381608, -7.343326], [1.545422, -3.930284, -5.150727], [1.808631, -2.156787, -5.428858], [-0.625455, -3.525511, -4.053528], [0.324401, -2.070204, -3.501110], [4.740094, -2.673761, 0.762171], [4.129166, -4.089244, 0.670622], [2.652334, -4.021725, 0.267803], [1.999475, -5.445978, 0.034823], [2.076607, -6.324472, 1.292329], [2.819885, -6.024961, -1.196324], [1.844829, -6.989473, -1.925195], [0.405811, -6.522697, -1.556049], [0.613487, -5.339323, -0.574894], [4.987032, -2.336686, -0.244554], [5.573966, -2.574095, 1.457027], [4.038056, -1.940041, 1.158271], [4.156689, -4.462806, 1.694242], [4.741580, -4.858766, 0.200636], [2.458056, -3.382934, -0.593771], [2.001920, -3.729073, 1.092073], [1.438072, -5.805703, 2.007353], [3.142748, -6.387224, 1.510259], [1.615613, -7.221421, 0.878730], [3.795173, -6.360306, -0.843549], [3.129013, -5.222329, -1.865889], [2.010479, -8.057213, -1.781759], [2.097457, -6.788513, -2.966301], [-0.017985, -7.308293, -0.930480], [-0.158162, -6.130552, -2.402373], [-0.156896, -5.275544, 0.193573], [0.521056, -4.408718, -1.134814], [3.149173, -0.912803, 3.823138], [2.029675, -1.280695, 4.736778], [0.790962, -1.886907, 3.911056], [-0.349116, -2.383957, 4.820233], [-1.546093, -3.119281, 4.099199], [-1.152710, -1.119282, 5.445469], [-1.240323, -1.463134, 6.988451], [0.079405, -2.247111, 7.237977], [0.014368, -3.252804, 6.064207], [3.556244, -1.807762, 3.352556], [3.954547, -0.507613, 4.435750], [2.870484, -0.270573, 2.987688], [1.611756, -0.522223, 5.398717], [2.458490, -2.042301, 5.388053], [1.130505, -2.741092, 3.325233], [0.372001, -1.321175, 3.078890], [-1.069969, -4.034507, 3.747384], [-1.952742, -2.487597, 3.309454], [-2.273912, -3.352881, 4.876254], [-2.140039, -0.989576, 5.002250], [-0.636431, -0.165502, 5.336509], [-2.197266, -1.982284, 7.041743], [-1.132755, -0.607369, 7.654926], [0.004074, -2.808961, 8.168967], [1.020464, -1.703780, 7.323397], [-0.810300, -3.918054, 6.320058], [0.962205, -3.749549, 5.856937], [3.041713, 1.947938, 0.926650], [4.193911, 2.761534, 0.213367], [5.309357, 2.894060, 1.332146], [6.494619, 3.829962, 0.975152], [7.297459, 3.215864, -0.221215], [6.067359, 5.316431, 0.752607], [7.376382, 6.106725, 0.869867], [8.170353, 5.333547, 1.948472], [7.441332, 4.029875, 2.216964], [2.622072, 2.485312, 1.777087], [3.438841, 0.969039, 1.195226], [2.265198, 1.755292, 0.186373], [3.804560, 3.671507, -0.243184], [4.555366, 2.272390, -0.691166], [5.778572, 1.994991, 1.731679], [4.867188, 3.430111, 2.171932], [7.614203, 2.272662, 0.223929], [8.277140, 3.666220, -0.380931], [6.581127, 3.038719, -1.023453], [5.673014, 5.290619, -0.263236], [5.230783, 5.591767, 1.394822], [7.771179, 6.108108, -0.146130], [7.233528, 7.098592, 1.298695], [9.187811, 5.040240, 1.689908], [8.203140, 5.901872, 2.878006], [8.220089, 3.308629, 2.464845], [6.805618, 4.112046, 3.098567], [-0.762187, 2.866738, 4.477400], [-2.257602, 2.691338, 4.077448], [-3.169852, 2.196261, 5.239613], [-4.640643, 2.064005, 4.796782], [-5.414322, 1.407664, 5.896942], [-4.962993, 1.198964, 3.500158], [-6.145100, 1.918616, 2.793448], [-5.746965, 3.429251, 2.994279], [-5.266466, 3.424718, 4.435377], [-0.288278, 1.889453, 4.569237], [-0.661609, 3.478649, 5.373808], [-0.156701, 3.416362, 3.756710], [-2.410012, 2.057554, 3.203842], [-2.507058, 3.721609, 3.823656], [-3.255835, 2.762052, 6.167290], [-3.004901, 1.131245, 5.402736], [-6.429605, 1.249549, 5.533231], [-5.279910, 2.184444, 6.649712], [-4.862963, 0.530751, 6.236241], [-4.967121, 0.157890, 3.823019], [-4.115546, 1.069849, 2.826913], [-7.092823, 1.591151, 3.220875], [-6.470332, 1.784170, 1.761826], [-6.609330, 4.084543, 2.871727], [-4.899840, 3.836557, 2.442381], [-6.085110, 3.544023, 5.145077], [-4.568279, 4.249657, 4.577185]],
  "forces_ev_per_a": [[0.74, -1.73, 1.85], [-3.87, -2.94, 1.19], [0.00, 2.93, -0.79], [2.50, 0.63, -0.32], [-0.14, 0.48, 0.74], [0.68, 0.11, -0.52], [-0.19, 0.40, -0.98], [0.48, 0.91, 0.62], [1.06, -0.59, -1.17], [-0.78, -0.33, -0.48], [0.13, 0.05, 0.26], [0.09, 1.42, 0.88], [-0.89, -1.12, 1.32], [0.10, 0.48, 0.24], [0.66, 0.60, -0.36], [0.62, -0.41, 0.58], [-0.07, -0.08, -0.42], [-0.67, 0.07, -0.39], [0.28, -0.31, -1.35], [0.22, -0.17, 0.05], [0.32, -0.81, 0.28], [-0.57, 0.18, -0.67], [-0.70, 0.29, -0.02], [0.90, -0.40, 0.47], [-1.21, 0.17, 0.23], [-0.21, -0.74, -0.65], [-1.37, -0.25, 1.85], [-0.66, -2.41, 0.14], [1.69, 0.54, -2.13], [-1.79, 1.47, 2.01], [0.71, 0.27, 0.95], [-0.02, 0.38, -0.26], [-0.03, -0.37, -1.15], [-0.04, 0.06, -0.24], [0.49, -0.23, 0.21], [0.59, 0.01, 0.37], [0.01, 0.16, 0.16], [0.02, -0.17, 0.13], [0.06, -0.48, -0.60], [0.46, 0.20, 0.10], [0.13, 0.03, -0.42], [-0.03, 0.59, -0.47], [0.44, 0.36, 0.44], [0.14, 0.11, -0.03], [-0.36, 0.26, -0.23], [0.18, -0.67, 0.39], [0.23, 0.07, -0.44], [-0.23, 0.35, -0.14], [0.17, 0.53, -0.78], [0.32, -0.30, 0.46], [-0.25, 0.66, -1.24], [-0.22, -0.77, 0.09], [-0.12, -1.04, -0.43], [-0.06, -0.33, 0.85], [1.10, 0.45, -1.26], [0.38, 0.59, 0.51], [-1.05, -0.24, -1.29], [1.02, -0.69, -0.12], [-0.18, -0.03, 0.43], [0.24, -0.18, 0.14], [-0.26, 0.15, -0.07], [-0.34, -0.80, 0.29], [-0.41, 0.44, -0.45], [0.44, -0.27, 0.13], [0.29, 0.29, 0.55], [-0.14, 0.70, 0.40], [-0.43, 0.63, 0.22], [0.12, 0.32, 0.44], [-0.08, -0.14, -0.07], [-0.48, 0.15, -0.17], [-0.18, 0.03, 0.03], [0.27, -0.33, 0.25], [0.33, -0.04, -0.15], [-0.24, 0.58, 0.03], [0.04, 0.07, 0.22], [0.29, 0.07, -0.10], [-1.25, 0.25, -2.29], [1.15, 0.44, 1.71], [-0.24, -0.40, 0.46], [-0.38, -1.22, 0.60], [-0.25, 0.31, -1.11], [0.25, -1.06, -0.65], [-0.04, 0.85, 1.03], [-0.35, -1.22, -1.43], [1.91, 0.29, 1.20], [0.00, -0.39, 0.04], [-0.03, -0.48, 0.60], [-0.07, 0.54, 0.12], [0.23, 0.29, -0.25], [0.20, 0.85, -0.12], [-0.01, 0.15, 0.27], [0.31, 0.94, -0.55], [0.17, -0.07, -0.09], [0.22, -0.44, -0.50], [0.04, -0.29, -0.07], [-0.34, 0.12, -0.41], [-0.29, 0.22, 0.83], [-0.14, -0.03, -0.07], [-0.26, 0.09, 0.25], [-0.02, 0.24, 0.87], [0.28, -0.09, -0.25], [-0.60, 0.63, -0.35], [-0.76, -0.53, 0.03], [0.34, -1.78, -0.25], [-1.45, 0.72, -0.03], [0.85, 0.44, -1.03], [1.14, 0.13, -0.20], [-0.70, -0.93, -1.18], [-0.79, 0.21, 1.19], [-0.02, 0.85, -1.44], [-0.90, -0.25, 0.01], [1.06, 0.64, 0.51], [-0.39, 0.48, 0.20], [0.05, -0.18, 0.28], [-0.16, -0.05, -0.23], [-0.07, 0.03, 0.33], [0.29, -0.18, -0.33], [0.11, -0.60, -0.17], [-0.18, 0.13, 0.19], [0.14, -0.27, -0.07], [0.12, 0.15, 0.81], [0.34, 0.79, 0.05], [-0.13, -0.02, -0.46], [0.23, 0.01, 0.05], [-0.29, 0.00, 0.21], [-0.25, -0.03, -0.28], [0.18, 0.31, 0.49], [0.18, -0.19, 0.76], [0.06, 0.10, 0.10], [-0.33, -0.42, 0.41], [-0.33, -0.05, -0.55], [-0.29, 0.13, 1.79], [-0.95, -1.66, 0.88], [2.03, 1.51, -2.62], [-0.47, 1.09, -2.59], [-0.71, -0.72, 1.15], [0.74, 0.87, -0.50], [1.60, 0.30, 1.54], [-0.23, 0.09, -0.15], [0.40, 0.17, 0.07], [0.31, -0.48, -0.42], [-0.51, -0.18, -0.09], [-0.20, -0.03, 0.28], [0.03, 0.58, -0.78], [-0.13, -0.32, -0.07], [0.29, 0.98, -0.01], [0.30, -0.36, 0.28], [-0.42, -0.41, 0.46], [0.29, -0.48, 0.95], [-0.41, -0.78, 0.19], [-0.69, 0.48, 0.23], [0.03, 0.19, 0.34], [-0.42, -0.37, -0.21], [-0.73, -0.17, -0.88], [-0.29, -0.74, 0.18], [0.32, 0.02, 0.16], [0.44, 0.21, 0.36], [0.54, 0.18, -0.41], [-2.42, -1.20, -0.51], [0.88, -1.18, 0.92], [-3.17, 1.54, 0.50], [2.15, 0.09, 0.33], [1.12, -0.26, 1.74], [1.52, 0.82, -1.52], [-1.33, -1.76, -0.35], [1.10, 1.62, 0.14], [-0.03, -0.19, 0.10], [0.07, 0.33, -0.32], [-0.02, 0.39, 0.25], [0.48, 0.47, -0.22], [-0.42, -0.21, 0.15], [0.12, -0.48, 0.34], [-0.26, 0.72, 0.56], [-0.48, -0.01, -0.42], [0.34, -0.22, -0.06], [0.07, 0.13, -0.09], [0.24, -0.48, -0.29], [0.52, -0.40, -0.46], [0.41, -0.41, 1.10], [-0.90, 0.30, -0.32], [-0.02, -0.07, 0.04], [-0.40, 0.49, -0.36], [0.22, -0.20, -0.64], [-0.29, -0.25, -0.06], [0.86, 0.29, -1.66], [0.26, -0.98, 1.44], [0.24, 2.27, -1.04], [0.94, -0.02, 0.70], [-0.58, -0.46, 2.44], [0.14, -1.11, -1.19], [-0.63, -0.53, 0.65], [0.30, -0.26, -0.18], [-0.46, 0.41, 0.02], [0.13, -0.11, 0.01], [-0.09, 0.09, 0.35], [-0.21, 0.04, 0.17], [0.16, 0.60, 0.86], [0.15, -0.71, 0.28], [-0.39, -0.32, -0.50], [-0.17, -0.22, 0.10], [-0.31, -0.43, -0.32], [-0.62, 0.86, -0.50], [0.60, 0.42, -0.19], [-0.02, 0.40, -0.06], [0.34, -0.27, 0.47], [0.63, 0.41, 0.41], [-0.22, 0.14, -0.79], [0.06, 0.69, -0.26], [0.20, 0.03, -0.14], [-0.62, -0.90, -0.73], [-0.33, -0.07, -0.23], [-0.37, -0.61, -0.05], [0.42, 1.20, 1.12], [-1.12, -1.09, -1.95], [-0.42, -0.03, -2.82], [1.08, 1.44, 0.13], [0.92, -0.18, -0.69], [0.27, 0.63, 0.23], [-0.56, -1.29, 1.27], [-0.49, 0.62, 0.86], [0.19, 0.07, 0.43], [-0.10, -0.41, 0.29], [-0.39, -0.06, -0.46], [0.22, 0.04, 0.08], [-0.72, -0.07, -0.23], [0.66, 0.09, -0.14], [0.86, 0.14, 0.61], [0.12, -0.08, 0.51], [-1.00, -0.44, 0.68], [-0.41, -0.20, -0.23], [-1.23, 0.02, 0.43], [0.37, 1.15, -0.07], [-0.07, 0.75, 0.98], [1.45, -0.70, -0.67], [0.13, 0.00, -0.02], [-0.28, -0.64, -0.89], [-0.01, 0.16, -0.11], [0.22, -0.34, 0.47]],
  "homo_energy_ev": -14.75,
  "total_energy_ha": -3347.77624,
  "multiplicity": 1,
  "total_charge": 6,
  "orbital_gap_ev": 4.01
}